No. 1
A molecular structure, C36H40N6O6PtS. Source: the Open Molecules 2025 dataset; level of theory: ωB97M-V/def2-TZVPD.

Structure (ORCA input):
```
! wB97M-V def2-TZVPD RIJCOSX def2/J DEFGRID3
* xyz 0 1
H -1.63 -3.30 -5.04
H -2.91 -2.15 -4.68
N 2.68 -0.85 0.11
C -1.80 1.30 3.29
C 2.59 -0.90 -1.29
C -1.11 0.43 2.46
C 2.72 -0.78 -4.05
C -0.76 -3.01 -2.13
S -4.36 -1.69 1.99
N -0.32 -2.32 -1.15
O -2.52 -0.41 -0.93
C -0.66 -4.50 -2.20
H -1.50 3.62 -0.03
C 3.77 -1.34 -3.33
C 5.54 0.26 4.13
C 3.73 -1.39 -1.95
O -4.86 -3.04 1.91
H 2.78 -1.47 4.45
H 7.46 0.97 3.46
H 1.12 2.39 -0.34
H -2.84 -3.69 -3.82
C 5.98 1.07 1.91
H 0.77 0.08 -3.94
H 0.40 -2.30 0.56
N -3.05 -1.50 1.03
C -1.47 2.65 3.29
O -0.22 1.67 -1.47
H -0.58 -4.81 -3.24
C -2.24 -2.89 -4.25
H -2.60 0.93 3.91
H -3.08 3.29 -0.76
H 4.58 -2.72 -0.47
H -1.86 4.15 -2.93
C 6.43 0.78 3.19
C 4.65 0.83 1.57
H 1.11 3.91 0.56
C -1.42 -2.23 -3.18
H 0.19 -4.85 -1.63
C 3.78 0.28 2.51
H 2.49 0.15 5.09
H -2.25 2.05 0.19
O 0.29 -2.99 -0.11
C 1.25 2.83 0.65
C 1.48 -0.45 -1.99
C -6.60 1.06 -0.77
H 5.44 -1.18 -0.63
C -2.10 2.86 -0.52
C -0.47 3.12 2.45
H 2.27 2.67 0.99
H 4.29 1.10 0.59
O -1.77 -0.12 -3.92
C -0.09 0.90 1.64
N -1.31 -0.94 -3.14
H -7.08 1.71 -1.48
C 1.59 -0.35 -3.38
C 4.90 -1.96 -1.18
C -5.28 0.68 -0.96
C -0.99 3.55 -2.66
H -0.29 4.19 -2.12
C -4.70 -0.16 -0.01
H 2.77 -0.70 -5.13
H 6.64 1.50 1.18
H -2.07 1.73 -2.36
H -0.51 3.20 -3.57
H -1.38 -0.62 2.42
C 3.27 -0.57 4.83
H -2.01 3.34 3.92
H -4.70 1.02 -1.81
H 3.58 -1.07 0.48
C -1.39 2.37 -1.78
H 5.60 -2.42 -1.87
O -4.12 -1.15 3.30
H -0.25 4.18 2.42
H -7.30 -0.60 2.13
H 1.75 0.28 2.93
H 5.89 0.05 5.13
Pt -0.37 -0.28 -1.19
N 0.59 -0.02 0.79
N 2.42 0.04 2.21
C 4.22 0.00 3.81
H 4.64 -1.72 -3.85
C -5.43 -0.61 1.07
C -6.74 -0.24 1.28
H 3.80 -0.82 5.74
C -7.32 0.61 0.34
H -1.56 -4.95 -1.77
C -3.31 -0.69 0.03
C 0.23 2.27 1.60
H -8.35 0.92 0.46
C 1.86 -0.24 1.00
*
```

HOMO energy (spin up / spin down) (eV): -8.345 / -8.344
Energy relative to the best compared isomer or geometry (same formula, charge and spin) (kJ/mol): 123.5
Orbital gap (spin up / spin down) (eV): 7.8006 / 7.7999



No. 2
A molecular structure, C36H40N7O4PRuSTe2. Source: the Open Molecules 2025 dataset; level of theory: ωB97M-V/def2-TZVPD.

Structure (ORCA input):
```
! wB97M-V def2-TZVPD RIJCOSX def2/J DEFGRID3
* xyz 1 2
H -1.18 2.01 -5.98
H 1.16 2.84 2.74
H 7.84 1.01 1.01
Ru -0.13 -0.54 -0.82
C -0.65 2.61 -0.59
C -4.66 -3.97 1.10
O 1.33 0.19 -3.70
C 0.18 3.97 1.19
N 0.44 -1.86 1.91
H -0.12 -4.95 1.36
H 1.11 0.28 2.81
C -4.19 3.56 1.46
H -2.25 -1.21 2.31
C -4.25 -2.98 0.21
H 2.38 2.58 -4.39
H 3.65 1.35 -4.28
N -0.86 -6.46 -3.94
C 3.47 0.76 -0.64
C -2.94 1.50 1.52
Te 2.44 -0.99 -1.30
H -4.55 -4.72 3.10
H 3.18 1.99 -5.86
H 0.32 4.93 1.66
H -1.33 -2.35 -5.75
C 1.78 0.61 -5.02
C -0.33 -5.47 -3.72
C 0.73 0.35 1.80
C -3.35 2.68 2.13
H 2.66 -1.73 1.31
H 3.49 -2.91 0.27
H -5.33 -4.75 0.75
C -3.39 -1.98 0.65
C -3.39 1.19 0.24
C 3.32 -1.85 0.45
C -2.94 -1.97 1.97
C 0.67 2.82 1.78
C 5.84 0.96 0.24
C 6.93 0.43 0.91
C 1.73 -4.20 -3.11
C -4.24 2.07 -0.43
H 0.92 0.94 -5.60
H 7.71 -1.28 1.94
H -3.02 -2.94 3.87
H -5.29 3.94 -0.34
N 0.36 -0.72 1.18
H 5.65 -2.61 1.67
N -0.11 1.49 -0.08
C -4.63 3.26 0.18
N 0.17 -4.11 1.83
O 0.29 -2.10 -3.07
Te -2.79 -0.56 -0.77
C -1.31 2.92 -5.38
H -3.01 2.91 3.13
S -0.32 -2.89 -0.45
H -0.98 4.71 -0.47
H 0.41 -4.14 2.81
C -2.24 -1.75 -5.68
H -2.36 1.92 -3.77
H -4.60 -2.99 -0.81
H -3.12 -0.31 -4.34
H 2.81 1.33 0.02
C 4.68 0.22 0.09
H 5.90 1.96 -0.18
H 3.73 1.38 -1.49
H -3.10 -2.42 -5.70
N -0.39 -3.15 -3.39
C 0.12 -2.93 1.21
H -4.60 1.83 -1.42
H -2.29 -1.09 -6.54
C 6.86 -0.86 1.43
O -1.08 -0.10 -4.38
H -4.50 4.48 1.94
H -0.43 3.55 -5.51
C -4.22 -3.95 2.41
C -1.49 2.58 -3.92
H -2.28 0.83 2.04
C -0.52 3.85 0.00
C 2.81 1.70 -4.88
H 2.19 -0.28 -5.49
P -0.15 0.36 -3.19
N 2.84 -4.11 -2.84
H -2.22 -1.62 -3.53
O -0.30 1.96 -3.38
C 4.60 -1.07 0.61
H -2.18 3.46 -5.75
C 5.70 -1.61 1.28
C 0.33 -4.23 -3.43
H -1.20 2.50 -1.50
C -3.36 -2.95 2.84
H -1.65 3.48 -3.34
C -2.24 -0.96 -4.40
C 0.47 1.60 1.14
*
```

HOMO energy (spin up / spin down) (eV): -10.640 / -10.612
Expectation value of S²: 0.76
Energy relative to the best compared isomer or geometry (same formula, charge and spin) (kJ/mol): 168.4
Orbital gap (spin up / spin down) (eV): 7.0824 / 6.2422



No. 3
A molecular structure, C36H40NOPRuSSiTe. Source: the Open Molecules 2025 dataset; level of theory: ωB97M-V/def2-TZVPD.

Structure (ORCA input):
```
! wB97M-V def2-TZVPD RIJCOSX def2/J DEFGRID3
* xyz 0 1
H 1.87 2.08 -0.04
C 0.09 4.82 -0.47
H -1.15 -4.21 4.62
H -0.45 2.75 5.83
C 0.05 -3.87 -4.12
H -3.66 -1.20 0.17
H -2.01 2.83 -1.62
C -1.87 2.46 -0.60
C -1.30 3.61 4.05
H -2.05 4.17 4.58
C 1.17 -3.63 2.22
H 1.27 1.47 4.59
H -4.17 -0.28 1.57
H 0.08 6.70 -3.31
C 0.54 -3.12 -3.07
C 0.36 -3.13 1.20
H -1.66 -2.68 0.65
C 0.77 7.10 -0.02
H -4.80 1.63 0.19
H 2.35 -4.59 -0.22
C -0.40 2.81 4.75
C -0.73 -3.91 3.67
H 2.24 -3.72 2.10
C 0.96 1.84 -0.61
C 6.49 -2.63 -0.65
C -4.67 0.66 -0.30
C 0.20 6.45 -2.26
C -4.09 0.86 -1.71
H -1.67 -0.26 1.15
H 1.07 -2.20 -3.27
C 6.37 -2.74 -2.01
H -0.37 4.42 -2.54
H -5.66 0.21 -0.35
C -1.01 -3.04 1.45
H 0.82 8.43 -1.71
C -0.83 -5.48 -2.57
H -4.24 1.88 -2.04
H 1.09 7.86 0.68
H 7.28 -3.11 -0.09
H -2.48 -0.59 -1.82
S 5.03 -1.85 -2.58
C -1.22 3.69 2.67
Si -0.24 3.05 0.08
H -1.03 -5.64 -4.70
C -0.26 2.97 1.95
H -2.62 -3.35 2.81
C 0.51 5.81 0.41
N -1.81 0.97 -0.61
H 1.22 2.04 -1.65
C -3.75 -0.19 0.57
C 0.61 7.42 -1.36
C 0.64 2.18 2.67
H 1.29 -4.38 4.22
O -0.89 -1.46 -0.81
H -1.93 4.31 2.14
C -0.64 -5.05 -3.88
C 0.35 -3.54 -1.76
H 7.01 -3.27 -2.69
H -2.14 0.91 -2.66
C 5.47 -1.83 -0.08
H 0.63 5.57 1.46
C -1.55 -3.43 2.66
H -2.74 2.79 -0.02
C -2.37 0.45 0.70
H 5.39 -1.61 0.98
C -2.60 0.48 -1.77
C -0.06 5.16 -1.82
Te 3.11 0.13 -0.64
C 4.59 -1.34 -1.00
H 0.20 -3.54 -5.14
H -1.37 -6.40 -2.37
C 2.66 -3.56 -0.39
C -0.33 -4.73 -1.51
H 3.39 -3.25 0.34
H -0.49 -5.07 -0.49
H 3.12 -3.50 -1.38
H 1.39 1.60 2.15
H -4.61 0.22 -2.42
Ru 0.37 -0.26 -0.62
P 1.11 -2.58 -0.41
H -2.42 1.29 1.39
C 0.57 2.10 4.06
C 0.63 -4.01 3.44
*
```

HOMO energy (spin up / spin down) (eV): -7.599 / -7.582
Energy relative to the best compared isomer or geometry (same formula, charge and spin) (kJ/mol): 183.5
Orbital gap (spin up / spin down) (eV): 7.1509 / 7.1332



No. 4
7 unconnected molecules or ions with the total composition C36H41ClN2O10. Source: the Open Molecules 2025 dataset; level of theory: ωB97M-V/def2-TZVPD.

Structure (ORCA input):
```
! wB97M-V def2-TZVPD RIJCOSX def2/J DEFGRID3
* xyz 0 1
O -4.89 2.89 3.36
H -1.43 3.92 -7.13
C 4.78 1.93 5.27
H 1.39 -7.82 -2.32
H -0.29 4.97 -4.94
C 4.61 2.03 3.91
C -1.44 -1.79 6.01
C -2.24 -2.52 -2.67
H -3.17 3.14 -0.76
C -0.17 -1.87 3.86
O -0.83 -2.02 -0.83
H 0.83 -1.67 2.33
O -4.88 -0.29 -4.21
C -0.06 -1.99 5.30
C -1.55 2.51 0.78
H -4.20 -0.99 5.47
H 1.40 0.73 3.39
H 1.03 -5.77 -1.05
H -1.23 -1.53 2.04
C 2.17 -5.89 -2.98
C 1.45 2.94 -3.85
H -3.66 -2.93 -4.26
H 2.72 -1.47 -1.28
H -1.45 -2.12 7.17
O -3.66 -1.47 6.02
H 3.82 -5.70 -4.57
H 2.13 3.67 -4.02
C 0.64 0.96 -3.15
Cl 1.68 -0.23 0.22
H 1.39 0.88 5.97
H 3.45 0.40 -3.40
C 2.90 -3.10 -2.40
C 3.51 -3.73 -3.39
H 2.85 0.94 1.51
N 0.12 2.77 -4.29
H 0.29 2.05 -0.02
H -1.81 3.99 -4.93
N 1.74 1.80 -3.19
C 3.63 1.50 6.04
C 2.39 1.11 3.99
C -1.35 -1.49 3.21
C 1.83 -3.78 -1.63
C -2.51 -1.57 5.35
C -0.57 3.90 -5.15
O 1.82 -7.20 -3.10
C 3.02 1.40 -2.94
C -0.49 1.68 -3.83
C -3.81 2.72 2.58
H 5.43 2.24 3.39
H -3.57 -1.01 3.52
C 3.16 -5.28 -3.76
H 0.90 -1.92 5.74
H 0.29 3.92 -7.18
O 1.04 -2.01 3.16
C -3.48 -0.04 -2.24
C -2.49 -0.46 -1.36
H -1.48 1.26 -3.98
O 3.70 1.67 7.41
C 2.45 1.21 5.45
O 3.41 1.69 1.92
H -0.53 1.98 2.32
C -3.48 -2.08 -3.51
H -1.73 -3.49 -2.67
H -2.61 2.30 4.28
H -2.42 0.08 -0.41
H 3.71 2.12 -3.20
C -2.56 -1.23 3.99
O 3.16 -1.72 -2.04
H 1.22 -3.53 -0.69
H -0.53 2.35 -6.81
H 5.71 2.17 5.82
H 0.61 -0.16 -2.64
H -0.07 -1.50 -0.63
C -3.97 -0.76 -3.37
C -2.90 2.83 0.27
C -0.59 3.44 -6.68
C -4.01 2.89 1.16
C -2.63 2.46 3.10
H 4.04 -3.14 -4.16
H -5.54 -0.99 -4.39
C 3.50 1.71 3.28
H -4.66 2.57 4.29
O -0.58 2.37 -0.16
C -1.76 -1.66 -1.63
C 1.63 -5.22 -1.90
C -1.43 2.39 2.17
H -3.81 0.99 -2.29
H 2.84 1.40 7.86
H -4.96 3.27 0.97
H 3.10 0.98 -1.90
*
```

HOMO energy (eV): -7.218
Energy relative to the best compared isomer or geometry (same formula, charge and spin) (kJ/mol): 150.7
Orbital gap (eV): 6.8023



No. 5
6 unconnected molecules or ions with the total composition C36H41FO19. Source: the Open Molecules 2025 dataset; level of theory: ωB97M-V/def2-TZVPD.

Structure (ORCA input):
```
! wB97M-V def2-TZVPD RIJCOSX def2/J DEFGRID3
* xyz 0 1
H 1.66 -0.09 -9.13
O 7.31 1.35 2.99
H 0.74 2.08 -2.90
H -1.03 4.94 -0.52
C 3.90 -0.09 -1.03
C -2.57 -8.63 3.82
O -5.20 0.21 0.27
H -2.37 -3.53 -3.32
O -0.12 7.18 3.59
C -1.60 0.29 -3.82
O 4.42 -0.04 -7.49
O 7.70 -0.72 2.11
C -1.02 7.92 3.21
C -2.41 0.90 -2.50
C -3.22 -0.14 -1.47
H -4.27 -7.30 3.73
O -0.90 1.16 -4.78
H 3.67 -1.25 -0.89
O 1.62 -3.43 2.29
H 5.96 2.72 2.27
O -0.16 -6.22 3.91
C -1.17 -6.88 3.78
H 3.04 0.84 -9.76
H 4.18 -1.18 -9.20
H 1.03 -3.51 5.44
C 3.59 -0.74 -8.40
C -4.02 0.58 -0.22
C -3.21 -1.78 -1.71
H -5.14 -2.64 -0.81
H -2.83 -8.84 4.86
H -1.07 -1.79 -4.98
H -4.00 1.35 2.77
C 0.54 0.84 -4.87
H -3.39 -7.46 2.19
O -1.79 7.68 2.11
C 6.13 2.11 3.16
O 4.06 1.78 -6.16
O -1.20 -8.25 3.76
H -4.21 -1.94 1.43
H 1.69 0.55 -0.69
H -0.28 -3.91 4.30
C -2.41 2.88 -0.52
H 1.49 -5.21 3.34
C -3.28 -7.43 3.28
O 5.58 -0.03 2.60
H -1.19 5.33 2.34
O -2.46 3.45 -3.11
H -2.43 -1.96 0.78
H 4.22 0.36 0.03
C -1.63 4.17 0.15
C 0.73 -3.49 4.39
C -3.25 1.88 0.50
H 0.77 -0.30 -4.97
H 0.96 1.35 -5.86
O 2.57 1.21 -7.80
H -3.97 -3.96 2.62
C 2.65 0.31 -8.89
O 2.01 0.25 -2.82
C -3.41 -2.60 0.83
H -3.14 -4.96 1.13
C -2.28 9.74 2.97
H 3.07 -1.54 -7.85
O 0.70 -2.16 3.91
H -2.74 -9.53 3.22
H -3.72 8.16 2.60
H 2.75 -4.07 3.88
H -3.10 8.95 1.13
H 4.80 0.05 -1.77
O -1.37 9.08 3.83
C -1.73 4.42 1.80
O 1.07 -1.26 1.84
C -3.35 2.09 2.12
C -3.98 -2.86 -0.68
C 1.13 -2.20 2.61
C 5.07 1.06 3.34
C -3.18 -3.95 1.73
H -2.12 -3.82 2.27
O -2.43 -6.36 3.63
C 2.53 0.73 -1.51
C -2.59 3.39 2.79
H -2.70 3.54 3.95
H -3.05 10.26 3.54
F -3.72 -4.20 -1.24
C 1.42 1.40 -3.58
H -1.73 10.47 2.37
C 3.71 1.05 -7.07
H 6.21 2.76 4.03
H 4.96 0.76 4.38
C -1.66 -1.34 -4.04
C -2.45 2.53 -2.14
H 2.80 1.88 -1.51
C -2.84 8.63 2.14
C 6.93 0.13 2.53
H 2.33 2.04 -4.00
C 1.72 -4.16 3.50
C -2.41 -2.40 -3.04
H 4.10 1.38 2.95
*
```

HOMO energy (eV): -8.356
SMILES string: CCOCCOc1ccc([C@@H](F)CC)c2c1C(=O)c1ccccc1C2=O.O=C1OCCO1.O=C1OCCO1.O=C1OCCO1.O=C1OCCO1.O=C1OCCO1
Energy relative to the best compared isomer or geometry (same formula, charge and spin) (kJ/mol): 2120.5
Orbital gap (eV): 7.0550